[1]
Density functional theory data (wB97M-V/def2-TZVPD) for a 4-piece molecular cluster, C16H39BF4N4O2 overall.

The geometry in ORCA input format:
```
! RIJCOSX wB97M-V def2-TZVPD def2/J DEFGRID3
* xyz 2 1
C 21.296 11.507 -5.206
C 21.325 11.954 -6.734
N 22.619 12.229 -7.278
C 22.943 12.101 -8.613
C 24.279 12.461 -8.778
N 24.822 12.806 -7.541
C 23.816 12.668 -6.646
C 26.156 13.478 -7.289
H 20.307 11.132 -4.943
H 21.655 12.226 -4.470
H 21.849 10.568 -5.190
H 20.676 12.804 -6.947
H 21.047 11.053 -7.282
H 22.235 11.631 -9.280
H 24.777 12.335 -9.728
H 23.921 12.856 -5.587
H 26.631 13.600 -8.263
H 26.745 12.869 -6.604
H 25.950 14.469 -6.885
C 13.237 11.963 -16.854
N 14.660 11.923 -17.388
C 15.033 10.368 -17.518
C 14.797 12.698 -18.813
C 15.671 12.475 -16.348
C 17.149 12.363 -16.587
O 17.567 13.091 -17.784
H 12.908 12.999 -16.777
H 13.363 11.447 -15.903
H 12.586 11.473 -17.578
H 14.127 9.971 -17.976
H 15.142 9.852 -16.564
H 15.937 10.300 -18.123
H 14.011 12.376 -19.496
H 15.658 12.415 -19.419
H 14.871 13.742 -18.508
H 15.441 12.006 -15.391
H 15.281 13.485 -16.218
H 17.574 11.361 -16.539
H 17.723 12.857 -15.803
H 17.896 13.990 -17.720
C 21.770 6.066 -7.514
N 21.906 4.766 -8.262
C 21.979 4.994 -9.789
C 23.347 4.200 -7.841
C 20.836 3.684 -8.196
C 20.301 3.418 -6.831
O 19.688 4.488 -6.136
H 21.574 5.813 -6.472
H 20.913 6.471 -8.053
H 22.678 6.667 -7.558
H 22.690 5.759 -10.101
H 21.001 5.141 -10.246
H 22.289 4.011 -10.143
H 24.184 4.635 -8.386
H 23.493 3.138 -8.042
H 23.528 4.330 -6.774
H 21.207 2.767 -8.655
H 19.934 4.133 -8.610
H 21.098 3.018 -6.204
H 19.566 2.616 -6.880
H 19.359 4.158 -5.296
B 18.893 9.888 -11.648
F 18.452 11.012 -11.109
F 20.116 10.216 -12.248
F 19.094 8.926 -10.643
F 18.182 9.498 -12.762
*
```

Summary:
**LUMO energy**: -4.1 eV
**Frontier orbital gap**: 9.0 eV
**Highest occupied orbital energy**: -13.0 eV
**E**: -38814.2832 eV

***

[2]
Density functional theory data (wB97M-V/def2-TZVPD) for a 3-piece molecular cluster, C16H39BN6O6PS overall.

The geometry in ORCA input format:
```
! RIJCOSX wB97M-V def2-TZVPD def2/J DEFGRID3
* xyz 1 1
C 8.045 -0.255 1.134
C 6.715 -0.899 0.739
O 5.889 -0.011 -0.043
C 5.365 1.026 0.674
N 3.843 1.040 0.643
C 3.296 -0.254 0.147
C 1.769 -0.363 0.223
C 1.236 -0.475 1.650
C -0.174 0.090 1.821
N -0.345 0.368 3.264
C -1.640 0.812 3.642
C -2.651 1.225 2.595
O -1.899 0.877 4.771
C 3.338 2.122 -0.016
N 3.109 2.046 -1.337
N 3.042 3.258 0.621
P 1.318 3.600 0.802
S 1.098 5.471 1.227
B 3.657 3.343 2.012
O 3.098 2.776 3.113
O 4.799 4.070 2.104
H 8.357 0.503 0.428
H 7.923 0.242 2.091
H 8.781 -1.039 1.214
H 6.159 -1.147 1.646
H 6.839 -1.816 0.190
H 5.711 1.969 0.244
H 5.680 1.018 1.715
H 3.554 -0.445 -0.883
H 3.686 -1.044 0.769
H 1.549 -1.301 -0.274
H 1.257 0.407 -0.355
H 1.130 -1.531 1.875
H 1.886 -0.039 2.405
H -0.902 -0.642 1.465
H -0.324 0.985 1.222
H -0.250 -0.541 3.710
H -3.540 1.530 3.126
H -2.885 0.380 1.956
H -2.244 2.067 2.043
H 3.872 1.750 -1.929
H 2.197 2.214 -1.728
H 0.782 2.826 1.846
H 0.636 3.313 -0.400
H 3.511 1.930 3.330
H 5.567 3.512 2.280
C -2.726 -2.999 0.814
O -1.573 -2.761 1.156
N -3.303 -2.558 -0.308
C -4.683 -2.885 -0.653
C -2.532 -1.729 -1.214
H -3.396 -3.619 1.430
H -4.708 -3.415 -1.598
H -5.262 -1.966 -0.743
H -5.127 -3.510 0.119
H -1.648 -2.273 -1.550
H -2.203 -0.824 -0.697
H -3.140 -1.457 -2.073
C -6.449 -2.699 -4.249
O -6.160 -3.254 -3.202
N -6.760 -1.398 -4.373
C -7.099 -0.805 -5.654
C -6.760 -0.560 -3.186
H -6.481 -3.244 -5.207
H -6.394 -0.005 -5.888
H -8.108 -0.392 -5.614
H -7.056 -1.555 -6.441
H -5.768 -0.566 -2.732
H -7.473 -0.951 -2.459
H -7.032 0.458 -3.451
*
```

Summary:
**LUMO energy**: -4.7 eV
**Frontier orbital gap**: 6.5 eV
**Highest occupied orbital energy**: -11.2 eV
**Relative energy (zero: lowest compared OMol25 entry of this formula, charge and spin)**: 0.000 eV
**E**: -59245.1491 eV

***

[3]
Density functional theory data (wB97M-V/def2-TZVPD) for a 8-piece molecular cluster, C16H39N7O18 overall.

The geometry in ORCA input format:
```
! RIJCOSX wB97M-V def2-TZVPD def2/J DEFGRID3
* xyz 0 1
C 7.642 -2.334 3.230
C 6.722 -1.724 2.167
C 5.705 -0.774 2.810
C 4.985 0.137 1.817
C 4.092 -0.596 0.834
O 2.901 -1.061 1.514
C 1.756 -0.658 0.924
O 1.291 -1.173 -0.056
O 1.211 0.410 1.559
C 0.118 0.141 2.453
O -0.811 -0.724 1.905
C -0.830 -2.031 2.484
C -2.148 -2.712 2.157
H 8.178 -1.531 3.743
H 7.041 -2.836 3.996
H 8.352 -3.044 2.807
H 6.207 -2.532 1.640
H 7.328 -1.160 1.451
H 6.259 -0.131 3.506
H 4.992 -1.344 3.411
H 5.702 0.766 1.283
H 4.331 0.813 2.379
H 3.804 0.100 0.038
H 4.594 -1.436 0.351
H 0.484 -0.216 3.420
H -0.356 1.113 2.606
H -0.739 -1.957 3.572
H 0.000 -2.630 2.092
H -2.384 -2.615 1.098
H -2.953 -2.335 2.786
H -2.033 -3.778 2.380
C -2.312 -1.014 -1.495
N -3.450 -0.267 -2.095
O -4.308 -0.898 -2.677
O -3.446 0.939 -1.961
H -2.454 -2.069 -1.697
H -1.399 -0.642 -1.949
H -2.309 -0.810 -0.428
C -4.010 2.891 -4.537
N -3.984 3.872 -5.655
O -5.036 4.255 -6.112
O -2.888 4.234 -6.041
H -5.041 2.660 -4.306
H -3.478 2.006 -4.870
H -3.501 3.347 -3.694
C -1.633 0.768 6.476
N -0.289 0.130 6.516
O 0.387 0.278 7.505
O 0.035 -0.511 5.534
H -1.786 1.298 7.408
H -1.645 1.444 5.626
H -2.362 -0.026 6.340
C -2.627 7.274 -7.222
N -1.832 8.497 -7.522
O -0.677 8.355 -7.865
O -2.397 9.563 -7.400
H -1.999 6.405 -7.370
H -2.960 7.347 -6.192
H -3.478 7.267 -7.895
C -7.292 -1.324 -4.903
N -6.901 0.097 -5.110
O -5.753 0.325 -5.424
O -7.760 0.934 -4.937
H -6.423 -1.944 -5.084
H -7.638 -1.414 -3.878
H -8.096 -1.542 -5.598
C -2.044 -5.409 5.673
N -3.158 -4.606 5.097
O -4.054 -5.195 4.537
O -3.083 -3.402 5.226
H -2.244 -6.456 5.479
H -1.127 -5.081 5.192
H -2.010 -5.198 6.737
C 6.494 0.506 -2.797
N 6.996 -0.175 -1.572
O 6.787 -1.364 -1.459
O 7.583 0.512 -0.762
H 5.994 -0.231 -3.414
H 5.812 1.287 -2.476
H 7.353 0.935 -3.303
*
```

Summary:
**LUMO energy**: -0.2 eV
**Structure (SMILES)**: CCCCCOC(=O)OCOCC.C[N+](=O)[O-].C[N+](=O)[O-].C[N+](=O)[O-].C[N+](=O)[O-].C[N+](=O)[O-].C[N+](=O)[O-].C[N+](=O)[O-]
**Frontier orbital gap**: 10.1 eV
**Highest occupied orbital energy**: -10.3 eV
**E**: -64489.9074 eV

***

[4]
Density functional theory data (wB97M-V/def2-TZVPD) for C16H40AlF4O5 as an isolated structure.

The geometry in ORCA input format:
```
! RIJCOSX wB97M-V def2-TZVPD def2/J DEFGRID3
* xyz -1 1
C 3.648 -1.490 0.166
O 4.160 -0.558 -0.763
C 3.156 -0.001 -1.606
C 2.587 1.326 -1.092
C 1.172 1.136 -0.537
C 0.602 2.292 0.272
C -0.813 2.043 0.850
Al -1.536 0.173 1.138
C -3.312 0.031 0.032
F -3.278 0.817 -1.129
F -4.481 0.450 0.685
C -3.696 -1.350 -0.493
F -2.850 -1.759 -1.484
F -3.605 -2.278 0.516
H 3.146 -2.322 -0.341
H 4.491 -1.874 0.737
H 2.929 -1.037 0.854
H 2.339 -0.724 -1.710
H 3.611 0.109 -2.593
H 2.625 2.072 -1.884
H 3.227 1.679 -0.279
H 0.479 0.878 -1.345
H 1.206 0.262 0.115
H 1.302 2.511 1.088
H 0.604 3.181 -0.361
H -0.881 2.540 1.824
H -1.539 2.559 0.211
H -0.642 -1.020 0.549
H -1.941 -0.107 2.692
H -4.720 -1.382 -0.877
C -0.091 -5.803 1.112
C 0.015 -4.592 2.025
O 0.119 -3.378 1.318
H 0.771 -5.845 0.443
H -0.136 -6.729 1.689
H -0.989 -5.733 0.493
H 0.917 -4.658 2.636
H -0.846 -4.569 2.706
H -0.677 -3.198 0.804
C 3.325 6.638 -2.337
C 2.266 5.555 -2.454
O 2.357 4.597 -1.409
H 4.324 6.200 -2.338
H 3.253 7.347 -3.165
H 3.202 7.196 -1.405
H 2.399 4.993 -3.379
H 1.263 5.994 -2.463
H 2.222 5.048 -0.570
C -3.034 -9.934 1.301
C -2.165 -8.731 1.617
O -1.190 -9.023 2.614
H -3.534 -10.290 2.202
H -3.791 -9.682 0.557
H -2.429 -10.753 0.903
H -2.762 -7.914 2.021
H -1.676 -8.366 0.709
H -0.623 -9.726 2.281
C -1.722 7.831 0.283
C -0.520 7.321 -0.487
O -0.877 6.406 -1.511
H -2.273 6.995 0.714
H -1.414 8.501 1.087
H -2.398 8.382 -0.376
H 0.143 6.762 0.175
H 0.052 8.161 -0.902
H -1.472 6.843 -2.130
*
```

Summary:
**LUMO energy**: 2.4 eV
**Frontier orbital gap**: 7.4 eV
**Highest occupied orbital energy**: -5.0 eV
**E**: -44944.6584 eV